Entry from the Open Molecules 2025 dataset: a structure of composition C24H26BF2NOPSc (ωB97M-V/def2-TZVPD).

Computed properties:
Gap between HOMO and LUMO   7.79 eV
LUMO level   0.356 eV
HOMO   -7.4295 eV
ΔE to the lowest compared entry with this formula, charge and spin   0.0 kJ/mol

Cartesian coordinates (Å):
Sc -1.3779 0.2967 1.8077
N -4.8639 -1.5768 3.3933
C -3.6449 -1.2442 2.9668
O -3.4764 -0.1630 2.3673
C -2.4851 -2.1613 3.2399
C -1.3981 -1.9491 2.1840
H -5.6306 -0.9421 3.2447
H -5.0194 -2.4450 3.8733
H -2.8559 -3.1886 3.3414
H -2.1225 -1.8752 4.2345
H -1.6855 -2.4769 1.2674
H -0.4631 -2.4040 2.5222
C 2.4448 0.9425 1.9292
C 3.0599 0.2444 0.7435
C 4.4371 0.0525 0.6951
C 5.0434 -0.5893 -0.3761
C 4.2737 -1.0540 -1.4303
C 2.8978 -0.8664 -1.4023
C 2.2856 -0.2236 -0.3297
P 0.4886 0.0745 -0.3133
C -0.1550 -1.0971 -1.5544
C -0.2502 -2.3994 -1.0564
C -0.7025 -3.4475 -1.8393
C -1.0934 -3.1904 -3.1454
C -1.0112 -1.9001 -3.6429
C -0.5351 -0.8333 -2.8785
C -0.4464 0.5243 -3.5312
C 0.3108 1.8064 -0.8051
C 1.3619 2.5967 -1.2667
C 1.1863 3.9577 -1.4511
C -0.0541 4.5227 -1.1634
C -1.1027 3.7370 -0.7166
C -0.9547 2.3565 -0.5353
C -2.0513 1.4906 -0.0383
H 3.2108 1.2289 2.6485
H 1.7414 0.2941 2.4552
H 1.9088 1.8487 1.6340
H 5.0435 0.4093 1.5193
H 6.1175 -0.7256 -0.3841
H 4.7355 -1.5567 -2.2701
H 2.2948 -1.2290 -2.2261
H 0.0343 -2.5917 -0.0276
H -0.7548 -4.4484 -1.4318
H -1.4614 -3.9897 -3.7762
H -1.3119 -1.7051 -4.6659
H -0.7157 0.4405 -4.5835
H 0.5570 0.9444 -3.4704
H -1.1164 1.2475 -3.0650
H 2.3294 2.1470 -1.4616
H 2.0042 4.5743 -1.7998
H -0.2046 5.5878 -1.2931
H -2.0660 4.1885 -0.5092
H -2.2690 0.6593 -0.7237
H -2.9799 2.0428 0.1128
F 0.2820 0.5119 4.4331
B -0.6938 1.2741 3.8838
F -1.0951 2.2719 4.6673

Atoms 1-2, force components in eV/Å:
-0.670 -0.326 -0.542
-0.038 -0.115 0.040

=====

Entry from the Open Molecules 2025 dataset: a cluster of 2 separate species, C5H8NO2 in total (ωB97M-V/def2-TZVPD).

Computed properties:
Charge   +1
Gap between HOMO and LUMO   11.01 eV
LUMO level   -4.645 eV
HOMO   -15.6529 eV
ΔE to the lowest compared entry with this formula, charge and spin   112.4 kJ/mol

Cartesian coordinates (Å):
C -0.3223 1.1323 -0.0033
C -3.7679 -0.1184 0.0153
C -0.5012 2.3953 -0.1235
C 0.1681 -0.7976 -1.2547
C 0.3010 -0.7812 1.2650
N 0.1041 -0.0435 -0.0047
O -4.8783 0.1818 -0.0032
O -2.6111 -0.3798 0.0774
H -1.3749 2.8122 0.3202
H 0.2525 2.9252 -0.5852
H -0.0194 -0.1018 -2.1127
H 1.0570 -1.2231 -1.5061
H 0.7582 -1.7290 1.1955
H 1.0210 -0.1734 1.8830
H -0.6676 -0.9507 1.6985
H -0.6260 -1.5600 -1.2827

Atoms 1-2, force components in eV/Å:
1.301 -0.330 -0.245
1.397 -0.096 0.388

=====

Entry from the Open Molecules 2025 dataset: a structure of composition CH3N6S (ωB97M-V/def2-TZVPD).

Computed properties:
Charge   +1
Gap between HOMO and LUMO (spin up / spin down)   5.71 / 6.57 eV
Spin multiplicity   3
LUMO level (spin up / spin down)   -5.592 / -8.755 eV
HOMO (spin up / spin down)   -11.3038 / -15.3285 eV
ΔE to the lowest compared entry with this formula, charge and spin   0.0 kJ/mol

Cartesian coordinates (Å):
C -0.1394 0.1781 0.0152
N 2.9653 -0.5090 0.0221
N 3.9445 -1.2534 0.1108
N 4.5146 1.0236 -0.1050
N 0.7623 1.1665 0.0460
N 1.6555 1.8057 0.0998
N 3.2580 0.7535 -0.1394
S 5.3208 -0.3514 0.0705
H -1.1059 0.6116 -0.2333
H -0.4142 -0.3148 1.0591
H 0.1700 -0.4153 -0.9613

Atoms 1-2, force components in eV/Å:
-3.146 -3.517 -0.932
-3.476 -1.332 0.176

=====

Entry from the Open Molecules 2025 dataset: the molecule C6H9NS (ωB97M-V/def2-TZVPD).

Computed properties:
Gap between HOMO and LUMO   9.68 eV
LUMO level   0.910 eV
HOMO   -8.7696 eV
ΔE to the lowest compared entry with this formula, charge and spin   282.9 kJ/mol

Cartesian coordinates (Å):
C 2.0423 1.4430 -0.7440
C 1.5966 0.4457 -0.2245
C 0.9763 -0.8318 0.1579
N 0.7242 -1.7654 -0.9470
C -0.1724 -0.6090 1.1636
C -1.4812 0.0730 0.6908
C -1.5880 1.2504 -0.1754
S -2.0984 -0.2979 -0.9634
H 2.5374 2.3500 -0.9995
H 1.7462 -1.3157 0.7310
H -0.0946 -1.3801 -1.4439
H 1.4627 -1.7713 -1.6962
H -0.3833 -1.5390 1.6553
H 0.1761 0.0879 1.9076
H -2.2843 -0.0437 1.4196
H -0.7512 1.8954 -0.5791
H -2.4083 2.0086 0.0472

Atoms 1-2, force components in eV/Å:
0.034 -0.521 0.911
-0.133 0.851 -1.303

=====

Entry from the Open Molecules 2025 dataset: the molecule C3H8O3S (ωB97M-V/def2-TZVPD).

Computed properties:
Gap between HOMO and LUMO   10.13 eV
LUMO level   0.616 eV
HOMO   -9.5125 eV
ΔE to the lowest compared entry with this formula, charge and spin   473.7 kJ/mol

Cartesian coordinates (Å):
C -0.1142 0.7769 0.2398
C 0.8987 1.3952 -0.6914
C -1.0174 -1.2682 1.6653
O 0.6085 -1.7653 -0.2537
O 1.1810 0.7075 -1.9548
O 0.0217 0.0791 -2.4601
S 0.5685 -0.7864 0.8405
H -0.3396 1.5449 1.0059
H -0.9912 0.4724 -0.1885
H 1.9105 1.4163 -0.3519
H 0.6872 2.4097 -1.0842
H -0.9139 -0.9272 2.6918
H -1.7731 -0.9074 1.0070
H -0.9071 -2.3280 1.6042
H 0.1805 -0.8195 -2.0698

Atoms 1-2, force components in eV/Å:
2.599 1.170 0.632
-0.014 0.751 -2.925

=====

Entry from the Open Molecules 2025 dataset: a cluster of 2 separate species, C2H3NS2 in total (ωB97M-V/def2-TZVPD).

Computed properties:
Gap between HOMO and LUMO   8.31 eV
LUMO level   -0.607 eV
HOMO   -8.9186 eV
ΔE to the lowest compared entry with this formula, charge and spin   117.2 kJ/mol

Cartesian coordinates (Å):
N -2.0968 1.5984 -0.1253
C -1.8276 0.4411 -0.1084
S -1.8798 -1.0985 -0.0576
H -1.3949 2.2535 -0.4511
C 1.8527 -0.8789 0.2885
S 1.2067 0.3952 -0.4263
H 1.1921 -1.5338 0.8098
H 2.9477 -1.1771 0.0705

Atoms 1-2, force components in eV/Å:
0.669 2.044 -0.249
-1.004 -0.987 0.104

=====

Entry from the Open Molecules 2025 dataset: a structure of composition C28H29AsF6N3O5PSTeTm (ωB97M-V/def2-TZVPD).

Computed properties:
Charge   +1
Gap between HOMO and LUMO (spin up / spin down)   7.35 / 7.34 eV
Spin multiplicity   3
LUMO level (spin up / spin down)   -3.325 / -3.336 eV
HOMO (spin up / spin down)   -10.6743 / -10.6745 eV
ΔE to the lowest compared entry with this formula, charge and spin   0.0 kJ/mol

Cartesian coordinates (Å):
Tm -0.3829 -0.9190 -0.8288
C -3.9992 0.6496 1.9193
O -2.7871 1.4026 2.2403
C -1.8313 0.8734 1.4948
N -2.1294 -0.0291 0.6416
C -3.6032 -0.2149 0.7056
C -4.0593 -1.6424 0.8564
C -3.4391 -2.4883 1.7710
C -3.9071 -3.7764 1.9594
C -5.0152 -4.2225 1.2481
C -5.6440 -3.3807 0.3460
C -5.1649 -2.0925 0.1501
C -0.4656 1.4142 1.6389
C -0.1330 2.4852 2.4509
C 1.1756 2.9453 2.4134
C 2.0890 2.3376 1.5649
C 1.6517 1.2651 0.8060
N 0.4101 0.7984 0.8543
C 2.5008 0.4965 -0.1254
N 2.0621 -0.5251 -0.7484
C 3.2127 -1.1170 -1.4639
C 4.3089 -0.0464 -1.2860
O 3.7685 0.8517 -0.2630
C 2.9351 -1.4443 -2.9062
C 3.6520 -2.4672 -3.5187
C 3.4260 -2.7840 -4.8478
C 2.4660 -2.0920 -5.5757
C 1.7458 -1.0759 -4.9683
C 1.9864 -0.7462 -3.6415
H -4.7954 1.3614 1.7224
H -4.2378 0.0477 2.7943
H -3.9966 0.2011 -0.2250
H -2.5746 -2.1467 2.3305
H -3.4079 -4.4343 2.6578
H -5.3841 -5.2277 1.4010
H -6.5055 -3.7272 -0.2088
H -5.6515 -1.4346 -0.5612
H -0.8822 2.9397 3.0828
H 1.4750 3.7849 3.0252
H 3.1119 2.6751 1.4848
H 3.4700 -2.0354 -0.9298
H 4.4636 0.5449 -2.1874
H 5.2556 -0.4298 -0.9180
H 4.3837 -3.0296 -2.9499
H 3.9868 -3.5836 -5.3126
H 2.2805 -2.3519 -6.6088
H 0.9834 -0.5461 -5.5258
H 1.4388 0.0722 -3.1844
F 0.4552 -2.0815 1.0459
As 0.1620 -3.7132 0.3688
F 1.7760 -4.1538 0.6546
F -0.4632 -4.2161 1.8637
F -0.2739 -5.1141 -0.4726
F -1.3757 -2.9110 -0.0752
F 0.6662 -2.9242 -1.1763
S -1.4999 4.4511 -1.1181
C -0.2793 3.6632 -0.6685
C -5.2674 1.7118 -2.4628
C -4.0003 1.8667 -3.2609
O -2.8709 1.6247 -2.3779
P -1.5857 0.8846 -2.9424
O -0.4860 0.9998 -1.8838
Te -1.9960 -1.4031 -3.3117
O -1.1832 1.6760 -4.2421
C 0.0264 2.4721 -4.4064
C -0.3414 3.7504 -5.1117
H -6.1277 2.0064 -3.0640
H -5.2498 2.3426 -1.5732
H -5.4085 0.6739 -2.1598
H -3.8790 2.8705 -3.6683
H -3.9709 1.1569 -4.0913
H 0.7189 1.8664 -4.9907
H 0.4612 2.6494 -3.4223
H -0.8311 3.5404 -6.0613
H 0.5588 4.3322 -5.3125
H -1.0090 4.3561 -4.4986

Atoms 1-2, force components in eV/Å:
0.552 0.573 0.801
0.097 0.071 0.099

=====

The evaluated E_tot for the records listed, in turn: -2386.928274 -400.249469 -766.044091 -686.855077 -742.852308 -929.072694 -6552.759379 Eh.
The evaluated max |F| for the records listed, in turn: 0.92 4.50 4.81 2.95 3.02 2.20 1.13 eV Å⁻¹.